Version i
Computed, not measured: an isolated molecule of C3H6N2S, with ωB97M-V with the def2-TZVPD basis set.

The geometry in ORCA input format:
```
! RIJCOSX wB97M-V def2-TZVPD def2/J DEFGRID3
* xyz 0 1
S -2.182 0.303 2.423
N 0.656 0.439 -2.496
N 0.204 -0.619 -0.383
C 0.751 0.311 -1.225
C 0.190 -0.453 1.041
C -0.956 0.474 1.319
H 1.273 1.038 -0.651
H 1.141 0.086 1.380
H -0.450 -1.236 -0.756
H 0.050 -1.405 1.563
H -0.791 1.373 0.676
H 0.113 -0.311 -2.890
*
```

The HOMO energy is -8.99 eV. The structure (SMILES) is [H]/N=C\NCC=S. For the HOMO-LUMO gap, the calculation gives 8.330 eV.

Version ii
Computed, not measured: an isolated molecule of C3H6N2S, with ωB97M-V with the def2-TZVPD basis set.

The geometry in ORCA input format:
```
! RIJCOSX wB97M-V def2-TZVPD def2/J DEFGRID3
* xyz 0 1
S 1.166 -1.485 0.426
N 0.185 0.164 -0.041
N 2.548 -1.505 -0.135
C -0.142 -1.016 -0.757
C -0.895 0.845 0.426
C -0.858 2.061 1.004
H -1.806 0.238 0.036
H 2.681 -2.014 -0.981
H -1.734 2.730 1.214
H -0.005 2.484 1.310
H 0.070 -1.177 -1.899
H -1.209 -1.325 -0.602
*
```

The HOMO energy (alpha / beta) is -8.15 / -8.15 eV. For the HOMO-LUMO gap (alpha / beta), the calculation gives 8.028 / 8.029 eV.

Most stable structure, least stable structure: version i, version ii.

Version i
Computed, not measured: a cluster of 2 separate species, C2H4NP in total, with ωB97M-V with the def2-TZVPD basis set.

The geometry in ORCA input format:
```
! RIJCOSX wB97M-V def2-TZVPD def2/J DEFGRID3
* xyz 0 3
P 0.492 0.998 0.856
N 0.379 -0.107 -0.382
C -0.856 0.017 -1.298
C -0.830 -0.908 -0.411
H -1.098 0.721 -2.031
H -0.939 1.052 1.233
H -1.730 -2.076 0.544
H 0.584 -0.113 1.677
*
```

The HOMO energy (alpha / beta) is -6.06 / -10.20 eV. As for the expectation value of S²: 2.02. For the HOMO-LUMO gap (alpha / beta), the calculation gives 6.838 / 7.811 eV.

Version ii
Computed, not measured: an isolated molecule of C2H4NP, with ωB97M-V with the def2-TZVPD basis set.

The geometry in ORCA input format:
```
! RIJCOSX wB97M-V def2-TZVPD def2/J DEFGRID3
* xyz 0 3
P 0.890 -1.441 -0.252
N -0.604 0.696 0.615
C -0.910 1.402 1.601
C -0.359 -0.195 -0.461
H -1.207 -0.553 -1.010
H -0.682 2.456 1.723
H 0.742 -1.571 -1.567
H 2.131 -0.795 -0.648
*
```

The HOMO energy (alpha / beta) is -6.07 / -10.40 eV. As for the expectation value of S²: 2.01. For the HOMO-LUMO gap (alpha / beta), the calculation gives 7.025 / 9.034 eV.

Most stable structure, least stable structure: version ii, version i.

Version i
Computed, not measured: a structure of composition C3H4BrNS, with ωB97M-V with the def2-TZVPD basis set.

The geometry in ORCA input format:
```
! RIJCOSX wB97M-V def2-TZVPD def2/J DEFGRID3
* xyz 0 1
Br 0.751 0.201 -4.487
S 1.668 -1.465 -1.394
N -0.335 0.738 -1.971
C 0.418 0.127 -2.660
C 0.709 -0.445 -0.117
C -0.346 0.591 -0.615
H -1.266 0.280 -0.196
H 1.465 0.238 0.394
H 0.284 -1.177 0.538
H -0.045 1.588 -0.185
*
```

The HOMO energy is -8.73 eV. For the HOMO-LUMO gap, the calculation gives 8.184 eV.

Version ii
Computed, not measured: an isolated molecule of C3H4BrNS, with ωB97M-V with the def2-TZVPD basis set.

The geometry in ORCA input format:
```
! RIJCOSX wB97M-V def2-TZVPD def2/J DEFGRID3
* xyz 0 1
Br 2.598 -0.616 0.078
S 0.378 1.682 0.324
N -1.151 -0.110 -0.664
C -0.326 -1.009 -0.101
C 0.928 0.051 0.804
C -0.982 1.109 -0.713
H 0.242 -1.613 -0.856
H -1.012 -1.495 0.586
H 0.842 0.028 1.841
H -1.517 1.972 -1.297
*
```

The HOMO energy is -9.15 eV. The structure (SMILES) is Br[C@@H]1CN=CS1. For the HOMO-LUMO gap, the calculation gives 9.943 eV.

Most stable structure, least stable structure: version ii, version i.

Version i
Computed, not measured: a cluster of 2 separate species, C4H11NO2 in total, with ωB97M-V with the def2-TZVPD basis set.

The geometry in ORCA input format:
```
! RIJCOSX wB97M-V def2-TZVPD def2/J DEFGRID3
* xyz 1 2
O 0.170 1.354 -1.500
O -1.734 0.622 -0.713
N -0.690 -0.544 -2.316
C 1.992 0.054 1.464
C -0.311 -0.689 2.355
C 1.159 -1.049 2.145
C -0.751 0.461 -1.484
H -0.425 0.362 2.652
H -0.862 -0.793 1.426
H -1.380 -1.295 -2.183
H 2.974 -0.317 1.219
H 2.093 0.903 2.139
H 1.451 0.437 0.593
H 0.161 1.821 -2.364
H -0.760 -1.295 3.144
H 1.251 -1.953 1.543
H 1.610 -1.326 3.101
H 0.259 -0.802 -2.624
*
```

The HOMO energy (alpha / beta) is -14.37 / -14.37 eV. As for the expectation value of S²: 0.75. For the HOMO-LUMO gap (alpha / beta), the calculation gives 9.626 / 4.501 eV.

Version ii
Computed, not measured: a cluster of 2 separate species, C4H11NO2 in total, with ωB97M-V with the def2-TZVPD basis set.

The geometry in ORCA input format:
```
! RIJCOSX wB97M-V def2-TZVPD def2/J DEFGRID3
* xyz 1 2
O 2.332 0.955 -0.085
O -2.614 -0.683 1.585
N 0.319 0.431 0.816
C 0.078 1.746 1.370
C 1.185 -0.991 -0.967
C 1.414 0.190 -0.060
C 0.086 -0.679 -1.998
H -2.297 -0.257 0.812
H 0.143 1.681 2.460
H 2.072 -1.284 -1.533
H -0.272 -0.348 1.129
H -0.475 -1.587 -2.149
H -0.620 0.089 -1.646
H 0.961 -1.868 -0.346
H -0.907 2.076 1.024
H 0.887 2.391 1.027
H 0.514 -0.234 -2.893
H -2.804 -1.628 1.453
*
```

The HOMO energy (alpha / beta) is -16.01 / -15.95 eV. As for the expectation value of S²: 0.77. For the HOMO-LUMO gap (alpha / beta), the calculation gives 12.381 / 7.001 eV.

Most stable structure, least stable structure: version ii, version i.

Version i
Computed, not measured: the ion C4H11NO2 with charge +1, with ωB97M-V with the def2-TZVPD basis set.

The geometry in ORCA input format:
```
! RIJCOSX wB97M-V def2-TZVPD def2/J DEFGRID3
* xyz 1 2
O -1.736 -1.043 -1.490
O 0.512 0.630 -2.338
N 0.508 0.015 1.236
C -0.082 0.106 -0.099
C 1.052 0.242 -1.116
C -0.220 0.521 2.327
C -0.910 -1.161 -0.362
H 1.753 1.011 -0.736
H -0.619 1.054 -0.115
H -1.257 0.162 2.375
H -1.202 -0.634 -2.185
H 0.235 0.464 3.311
H -0.460 1.581 2.121
H 1.642 -0.674 -1.148
H -0.244 -2.022 -0.493
H -1.505 -1.398 0.517
H 1.374 0.568 1.252
H 1.156 0.578 -3.059
*
```

The HOMO energy (alpha / beta) is -14.55 / -14.52 eV. As for the expectation value of S²: 0.75. For the HOMO-LUMO gap (alpha / beta), the calculation gives 11.225 / 5.884 eV.

Version ii
Computed, not measured: a cluster of 3 separate species, C4H11NO2 in total, with ωB97M-V with the def2-TZVPD basis set.

The geometry in ORCA input format:
```
! RIJCOSX wB97M-V def2-TZVPD def2/J DEFGRID3
* xyz 1 2
O 2.580 1.388 -0.980
O 1.857 -1.669 1.878
N -1.261 1.579 -0.766
C 0.064 0.967 1.167
C -0.663 0.633 0.058
C -2.044 -1.503 -0.464
C -0.865 -0.747 -0.505
H -2.029 -2.587 -0.839
H -1.460 2.528 -0.524
H 1.565 1.530 -1.064
H 0.098 -1.240 -0.828
H 1.518 -2.510 1.622
H 0.822 0.382 1.678
H -2.151 1.225 -1.152
H 0.040 1.916 1.328
H 2.711 0.592 -1.630
H -3.033 -1.086 -0.066
H 2.249 -1.398 1.085
*
```

The HOMO energy (alpha / beta) is -14.94 / -14.96 eV. As for the expectation value of S²: 0.76. For the HOMO-LUMO gap (alpha / beta), the calculation gives 10.657 / 7.038 eV.

Most stable structure, least stable structure: version i, version ii.

Version i
Computed, not measured: a cluster of 2 separate species, C2H3N3O in total, with ωB97M-V with the def2-TZVPD basis set.

The geometry in ORCA input format:
```
! RIJCOSX wB97M-V def2-TZVPD def2/J DEFGRID3
* xyz 0 1
O 0.693 -0.258 -1.678
N -0.186 0.890 1.368
N -0.823 -1.383 -0.284
N -0.276 1.725 0.062
C 0.767 1.124 0.386
C -0.091 -0.808 -1.032
H -0.674 -0.009 1.252
H -1.217 -2.296 -0.303
H 1.807 1.015 0.229
*
```

The HOMO energy is -8.95 eV. The structure (SMILES) is C1=NN1.N=C=O. For the HOMO-LUMO gap, the calculation gives 9.564 eV.

Version ii
Computed, not measured: an isolated molecule of C2H3N3O, with ωB97M-V with the def2-TZVPD basis set.

The geometry in ORCA input format:
```
! RIJCOSX wB97M-V def2-TZVPD def2/J DEFGRID3
* xyz 0 1
O -1.907 -0.350 0.177
N 0.203 -0.919 -0.422
N -0.140 1.182 0.301
N 1.496 0.921 0.045
C -0.637 0.002 0.002
C 1.410 -0.344 -0.324
H -0.835 1.833 0.752
H 2.266 -1.032 -0.468
H -1.857 -1.294 -0.065
*
```

The HOMO energy is -9.86 eV. The structure (SMILES) is Oc1ncn[nH]1. For the HOMO-LUMO gap, the calculation gives 10.417 eV.

Most stable structure, least stable structure: version ii, version i.